{"formula": "C21H41N4O2", "method": "ωB97M-V/def2-TZVPD", "spin_multiplicity": 1, "largest_force_ev_per_a": 5.72, "total_charge": 1, "energy_ev": -32483.493, "mol_weight_g_mol": 381.58, "gap_ev": 3.974, "species": ["C", "C", "O", "C", "C", "C", "N", "C", "C", "O", "C", "N", "C", "H", "H", "H", "H", "H", "H", "H", "H", "H", "H", "H", "C", "C", "N", "C", "C", "C", "C", "H", "H", "H", "H", "H", "H", "H", "H", "H", "H", "H", "H", "H", "H", "H", "C", "C", "N", "C", "C", "C", "C", "H", "H", "H", "H", "H", "H", "H", "H", "H", "H", "H", "H", "H", "H", "H"], "coordinates": [[-1.839, -0.825, 2.664], [-0.442, -0.726, 3.494], [0.406, -1.891, 3.324], [1.735, -1.544, 2.896], [1.608, -1.020, 1.368], [1.769, 0.513, 1.069], [1.629, 1.059, -0.254], [1.318, 0.166, -1.368], [1.147, -1.363, -1.221], [0.863, -2.272, -2.291], [0.199, -1.585, -3.331], [-0.436, -0.864, -4.056], [1.292, -2.014, 0.210], [-2.306, 0.218, 2.698], [-2.505, -1.541, 3.265], [-1.692, -1.150, 1.581], [-0.666, -0.651, 4.627], [0.036, 0.269, 3.201], [2.254, -0.752, 3.548], [2.443, -2.453, 2.881], [1.983, 1.183, 1.973], [1.743, 2.081, -0.411], [1.188, 0.684, -2.381], [1.144, -3.138, 0.392], [1.736, 2.525, 4.669], [3.222, 2.401, 4.991], [3.966, 3.648, 4.858], [5.415, 3.461, 4.925], [6.005, 2.956, 6.241], [3.452, 4.787, 5.615], [3.345, 4.641, 7.132], [1.581, 2.913, 3.658], [1.263, 1.540, 4.728], [1.217, 3.175, 5.377], [3.639, 1.669, 4.288], [3.328, 1.968, 5.992], [5.912, 4.399, 4.654], [5.701, 2.756, 4.134], [6.044, 3.743, 6.994], [7.036, 2.627, 6.077], [5.455, 2.106, 6.649], [2.458, 5.037, 5.226], [4.054, 5.673, 5.389], [2.945, 3.671, 7.436], [2.673, 5.405, 7.526], [4.309, 4.789, 7.619], [-5.774, -4.410, -7.914], [-4.692, -3.336, -7.909], [-5.006, -2.175, -7.081], [-4.084, -1.060, -7.283], [-2.624, -1.265, -6.882], [-5.347, -2.452, -5.689], [-4.308, -3.179, -4.835], [-6.733, -4.003, -8.243], [-5.495, -5.211, -8.604], [-5.906, -4.864, -6.929], [-4.572, -3.002, -8.946], [-3.741, -3.798, -7.618], [-4.470, -0.174, -6.765], [-4.108, -0.792, -8.346], [-2.492, -1.216, -5.800], [-2.011, -0.467, -7.311], [-2.219, -2.214, -7.242], [-6.272, -3.039, -5.672], [-5.619, -1.516, -5.190], [-3.832, -4.007, -5.365], [-4.791, -3.596, -3.949], [-3.533, -2.499, -4.480]]}

{"formula": "C41H44HgN3O2P2Si2", "method": "ωB97M-V/def2-TZVPD", "spin_multiplicity": 2, "largest_force_ev_per_a": 0.45, "total_charge": -2, "energy_ev": -90309.670, "mol_weight_g_mol": 929.53, "gap_ev": [4.180, 6.351], "species": ["Hg", "C", "Si", "C", "C", "N", "P", "C", "P", "N", "Si", "C", "C", "C", "C", "C", "C", "C", "C", "C", "C", "C", "C", "C", "C", "C", "C", "C", "C", "C", "C", "C", "C", "C", "C", "C", "C", "C", "H", "H", "H", "H", "H", "H", "H", "H", "H", "H", "H", "H", "H", "H", "H", "H", "H", "H", "H", "H", "H", "H", "H", "H", "H", "H", "H", "H", "H", "H", "H", "H", "H", "H", "H", "H", "H", "H", "O", "C", "O", "C", "C", "C", "C", "C", "C", "C", "C", "C", "N", "H", "H", "H", "H", "H", "H"], "coordinates": [[0.147, 0.744, 0.664], [-1.906, -2.847, 3.168], [-0.398, -1.717, 2.991], [1.032, -2.549, 3.914], [-0.778, -0.136, 3.915], [-0.060, -1.372, 1.344], [0.400, -2.258, 0.049], [0.058, -1.701, -1.447], [0.611, -0.339, -2.170], [0.156, 1.103, -1.569], [-0.084, 2.682, -2.191], [0.477, 3.977, -0.956], [0.842, 3.018, -3.810], [-1.913, 2.972, -2.557], [0.106, -0.346, -3.930], [-1.243, -0.576, -4.199], [-1.721, -0.559, -5.499], [-0.852, -0.322, -6.558], [0.492, -0.099, -6.304], [0.967, -0.105, -4.996], [2.451, -0.269, -2.283], [3.163, 0.771, -1.694], [4.554, 0.765, -1.682], [5.249, -0.281, -2.267], [4.548, -1.336, -2.841], [3.164, -1.334, -2.834], [2.193, -2.617, 0.270], [3.023, -1.709, 0.922], [4.399, -1.907, 0.959], [4.962, -3.027, 0.368], [4.144, -3.937, -0.293], [2.778, -3.720, -0.357], [-0.338, -3.917, 0.300], [-1.587, -4.157, -0.272], [-2.255, -5.349, -0.037], [-1.676, -6.328, 0.761], [-0.424, -6.108, 1.316], [0.238, -4.908, 1.089], [-2.173, -2.977, 4.222], [-1.739, -3.835, 2.734], [-2.761, -2.396, 2.657], [0.774, -2.648, 4.974], [1.942, -1.948, 3.845], [1.257, -3.545, 3.532], [-1.001, -0.353, 4.965], [-1.639, 0.381, 3.486], [0.063, 0.561, 3.886], [1.515, 3.820, -0.649], [-0.128, 3.940, -0.049], [0.393, 4.982, -1.382], [1.892, 2.724, -3.744], [0.807, 4.092, -4.023], [0.393, 2.494, -4.655], [-2.498, 2.832, -1.644], [-2.270, 2.255, -3.301], [-2.102, 3.982, -2.932], [-1.905, -0.783, -3.365], [-2.774, -0.732, -5.690], [-1.225, -0.312, -7.576], [1.177, 0.088, -7.123], [2.015, 0.090, -4.807], [2.630, 1.573, -1.200], [5.084, 1.574, -1.193], [6.333, -0.293, -2.251], [5.085, -2.176, -3.267], [2.616, -2.175, -3.246], [2.606, -0.821, 1.386], [5.025, -1.173, 1.452], [6.035, -3.180, 0.402], [4.577, -4.806, -0.777], [2.147, -4.412, -0.905], [-2.006, -3.385, -0.907], [-3.230, -5.518, -0.480], [-2.197, -7.261, 0.943], [0.038, -6.870, 1.934], [1.215, -4.745, 1.525], [2.527, 3.414, 3.084], [1.691, 2.761, 2.444], [1.969, 1.785, 1.660], [0.230, 3.126, 2.602], [-0.148, 4.159, 3.438], [-1.484, 4.510, 3.578], [-2.476, 3.794, 2.845], [-3.848, 4.069, 2.911], [-4.778, 3.338, 2.174], [-4.341, 2.308, 1.355], [-2.985, 2.007, 1.266], [-2.027, 2.732, 1.995], [-0.707, 2.423, 1.893], [0.641, 4.675, 3.967], [-1.788, 5.319, 4.233], [-4.178, 4.877, 3.557], [-5.834, 3.572, 2.244], [-5.053, 1.730, 0.777], [-2.641, 1.202, 0.624]]}